{"formula": "C6H9Br", "method": "ωB97M-V/def2-TZVPD", "multiplicity": 1, "lumo_energy_ev": 0.94, "max_force_ev_per_a": 3.15, "orbital_gap_ev": 9.81, "e_homo_ev": -8.8711, "smiles": "C/C=C(\\C)Br.C#C", "charge": 0, "energy_ev": -76406.5793, "symbols": ["C", "C", "C", "C", "Br", "H", "H", "H", "H", "H", "H", "H", "C", "C", "H", "H"], "positions_angstrom": [[-1.5072, -0.4515, -0.3522], [-0.1768, 0.0065, 0.0849], [0.2361, 1.2754, 0.0927], [-0.6071, 2.5088, -0.0575], [2.0373, 1.4831, 0.7038], [-1.3621, -1.3453, -0.9812], [-1.9018, 0.4331, -1.0017], [-2.2287, -0.5048, 0.5972], [0.5144, -0.7112, 0.3642], [-1.2894, 2.7637, 0.7485], [-1.2762, 2.1727, -0.8364], [-0.1618, 3.4198, -0.4228], [1.5835, -3.2377, 0.1585], [2.3303, -2.3179, 0.0785], [0.7027, -3.7847, 0.5499], [3.1069, -1.7098, 0.2737]], "atomic_forces_ev_per_a": [[-1.831, 2.132, 0.327], [-0.400, 1.856, -0.479], [0.081, -0.076, 1.386], [-0.519, -0.795, -0.969], [0.206, 0.437, 0.000], [-0.731, 0.147, 0.588], [0.114, -1.953, 0.916], [1.337, -0.499, -2.259], [1.175, -1.332, 0.415], [0.372, -0.225, 0.591], [-0.543, 0.396, -0.536], [0.653, 0.034, 0.037], [-2.687, -1.170, 1.145], [-0.554, -1.235, -0.065], [1.227, 0.254, -1.028], [2.099, 2.028, -0.068]], "lowdin_charge": [-0.0948, -0.2791, -0.7127, -0.1234, 0.6847, 0.0744, 0.0866, 0.1285, 0.0076, 0.0875, 0.0500, 0.0696, -0.0028, -0.0142, 0.0535, -0.0153]}